(one)
{"formula": "CH6P2S", "method": "ωB97M-V with the def2-TZVPD basis set", "symbols": ["C", "P", "P", "S", "H", "H", "H", "H", "H", "H"], "xyz": [[-0.5074, 0.5334, 0.3182], [-1.6824, -0.4609, -0.7068], [0.9446, 0.6765, -0.9136], [2.5831, -0.4848, -0.0606], [-0.5850, 0.1771, 1.2866], [-0.8965, 1.5698, 0.3058], [-2.7014, -0.3699, 0.2416], [-1.0551, -1.5954, -0.3381], [2.3300, -1.8133, 0.2894], [1.5701, 1.7676, -0.4226]], "mulliken_charge": [-0.70, -0.02, 0.10, -0.32, 0.43, 0.28, 0.04, 0.00, 0.14, 0.06], "charge": 0, "homo_ev": -8.74, "lumo_ev": 0.5, "homo_lumo_gap_ev": 9.276}

(two)
{"formula": "CH6P2S", "method": "ωB97M-V with the def2-TZVPD basis set", "symbols": ["C", "P", "P", "S", "H", "H", "H", "H", "H", "H"], "xyz": [[-0.9706, -0.6268, -0.8939], [-0.9002, -0.0120, 0.7571], [1.7034, 0.6554, 0.6112], [1.7804, -0.7750, -0.8069], [-1.2605, -1.6345, -1.2762], [-1.0324, 0.0673, -1.7597], [-1.2466, 1.3240, 0.6726], [-2.1569, -0.3256, 1.1569], [3.0846, 1.2249, 0.6184], [1.8865, -0.0505, 1.7154]], "mulliken_charge": [-0.62, -0.03, -0.05, -0.24, 0.34, 0.33, 0.07, 0.07, 0.07, 0.05], "charge": 0, "homo_ev": [-8.34, -8.34], "lumo_ev": [-1.4, -0.9], "homo_lumo_gap_ev": [6.915, 7.458]}

Energies relative to the minimum, eV: (one) 0.000; (two) 2.087

(one)
{"formula": "C5H13N3", "method": "ωB97M-V with the def2-TZVPD basis set", "symbols": ["C", "N", "C", "C", "H", "H", "H", "H", "H", "H", "H", "C", "C", "N", "N", "H", "H", "H", "H", "H", "H"], "xyz": [[-1.3202, -0.1268, -1.1420], [-2.1156, 0.5780, -2.0593], [-0.0984, -0.6455, -1.4428], [0.7477, -1.2546, -0.4292], [-3.0364, 0.1896, -2.2078], [-1.6586, 0.7864, -2.9354], [-0.9626, 0.7797, 0.5294], [-1.9315, -0.6540, -0.4166], [0.3742, -0.3787, -2.3817], [1.5268, -1.9002, -0.8326], [0.1724, -1.7810, 0.3326], [-0.8222, 0.9383, 1.7248], [1.5930, -0.0423, 0.4104], [2.1859, -0.5447, 1.5339], [2.0127, 1.0299, -0.1075], [1.6646, -1.1956, 2.0953], [2.7888, 0.0956, 2.0269], [1.5507, 1.2893, -0.9727], [-0.9484, -0.0721, 2.0976], [0.0040, 1.4076, 2.2420], [-1.7270, 1.5010, 1.9345]], "mulliken_charge": [-0.19, -0.52, -0.48, -0.60, 0.23, 0.21, 0.13, 0.46, 0.35, 0.34, 0.33, -1.05, 0.40, -0.47, -0.83, 0.22, 0.30, 0.29, 0.26, 0.29, 0.35], "charge": 0, "homo_ev": -8.15, "lumo_ev": 1.0, "smiles": "[H]/N=C(/N)C/C=C/N.C", "homo_lumo_gap_ev": 9.168}

(two)
{"formula": "C5H13N3", "method": "ωB97M-V with the def2-TZVPD basis set", "symbols": ["C", "C", "C", "C", "N", "N", "H", "H", "H", "H", "H", "H", "H", "H", "H", "H", "C", "N", "H", "H", "H"], "xyz": [[1.0312, -0.8699, -1.4542], [0.8133, 1.6062, -0.7493], [0.6305, -0.2237, 0.9142], [0.8020, 0.1487, -0.3685], [0.5036, 0.6786, 1.9738], [0.5457, -1.5690, 1.3199], [0.2316, 1.6032, 1.6752], [-0.1278, 0.3386, 2.6898], [1.0533, -2.1981, 0.7127], [0.8335, -1.6893, 2.2801], [0.8931, -0.4158, -2.4312], [2.0492, -1.2743, -1.4183], [1.6826, 2.1183, -0.3346], [0.3399, -1.7085, -1.3741], [0.8467, 1.7174, -1.8298], [-0.0872, 2.1164, -0.3897], [-2.5487, 0.1325, -0.5465], [-2.5194, -0.2470, 0.6430], [-1.7914, -0.9284, 0.8618], [-1.8797, -0.1969, -1.3468], [-3.3020, 0.8613, -0.8274]], "mulliken_charge": [-1.87, -1.71, 0.08, 1.32, -0.59, -0.53, 0.24, 0.25, 0.21, 0.21, 0.43, 0.39, 0.35, 0.43, 0.39, 0.39, -0.24, -0.56, 0.34, 0.19, 0.29], "charge": 0, "homo_ev": -7.43, "lumo_ev": 0.9, "smiles": "CC(C)=C(N)N.C=N", "homo_lumo_gap_ev": 8.349}

(three)
{"formula": "C5H13N3", "method": "ωB97M-V with the def2-TZVPD basis set", "symbols": ["C", "C", "C", "C", "C", "H", "H", "H", "H", "H", "H", "H", "H", "H", "H", "H", "H", "H", "N", "N", "N"], "xyz": [[-2.2243, -1.0927, -0.7029], [-1.7697, 0.5499, 0.9980], [0.9160, 0.2951, -0.1690], [0.9197, 1.7805, -0.4689], [2.3279, -0.2002, -0.0153], [-3.2147, -0.6084, -0.8193], [-1.9208, -1.5191, -1.6742], [-2.3311, -1.9255, 0.0813], [-1.9347, -0.2163, 1.7566], [-0.9787, 1.2504, 1.3775], [-2.6887, 0.9751, 0.6639], [-0.0775, 2.0090, -0.9385], [1.6739, 2.0390, -1.2147], [1.0836, 2.4775, 0.3800], [2.9624, -0.2547, -0.8701], [2.8921, 0.4804, 0.6527], [1.5169, -1.9705, -0.3057], [1.8017, -1.7062, 1.1635], [-1.2907, -0.1712, -0.1166], [0.0122, -0.5836, -0.1007], [2.3248, -1.6085, 0.3226]], "mulliken_charge": [-0.79, -0.96, 0.90, -1.41, -0.74, 0.25, 0.26, 0.30, 0.33, 0.27, 0.32, 0.36, 0.39, 0.31, 0.30, 0.37, 0.37, 0.32, 0.05, -0.37, -0.82], "charge": 0, "homo_ev": -7.66, "lumo_ev": 0.9, "smiles": "C/C(CN)=N\\N(C)C", "homo_lumo_gap_ev": 8.551}

Energies relative to the minimum, eV: (one) 0.943; (two) 0.000; (three) 1.639

(one)
{"formula": "C5H6N2", "method": "ωB97M-V with the def2-TZVPD basis set", "symbols": ["C", "C", "C", "C", "C", "N", "N", "H", "H", "H", "H", "H", "H"], "xyz": [[-0.5028, -0.5141, -0.7864], [0.7722, -0.2400, -0.5183], [-1.1296, 0.6746, 0.8795], [-2.3796, 0.9403, 1.1782], [2.0310, -0.7401, -1.0120], [1.0636, 0.6688, 0.5793], [0.0822, 0.9907, 1.2934], [-1.2079, -1.0196, -1.3278], [-2.8189, 1.3898, 2.0365], [-3.2204, 0.3605, 0.8750], [2.2680, -1.7409, -0.7772], [2.7343, -0.2170, -0.3852], [2.3078, -0.5531, -2.0351]], "mulliken_charge": [-0.36, 0.26, 0.39, -0.62, -1.11, -0.19, -0.36, 0.44, 0.33, 0.26, 0.29, 0.40, 0.28], "charge": 0, "homo_ev": -9.24, "lumo_ev": -0.9, "homo_lumo_gap_ev": 8.315}

(two)
{"formula": "C5H6N2", "method": "ωB97M-V with the def2-TZVPD basis set", "symbols": ["C", "N", "C", "C", "N", "C", "C", "H", "H", "H", "H", "H", "H"], "xyz": [[-1.1548, -0.1959, -0.2446], [1.5623, 2.0722, -0.0350], [0.7982, -0.8857, 0.1227], [-2.3046, -0.7704, -0.4677], [0.7660, -2.0029, 0.7073], [-0.1171, 0.4090, 0.2936], [0.3665, 1.7065, 0.3615], [2.2265, 1.4795, -0.5334], [1.9199, 2.9721, 0.2459], [-0.1548, -2.2512, 1.0744], [1.7458, -0.6103, -0.3428], [-2.5153, -1.2932, -1.3901], [-3.1387, -0.6298, 0.2081]], "mulliken_charge": [0.29, -0.17, -0.12, -0.78, -0.58, 0.72, -0.91, 0.19, 0.27, 0.27, 0.30, 0.26, 0.26], "charge": 0, "homo_ev": -8.05, "lumo_ev": 0.2, "homo_lumo_gap_ev": 8.244}

(three)
{"formula": "C5H6N2", "method": "ωB97M-V with the def2-TZVPD basis set", "symbols": ["C", "C", "C", "C", "C", "N", "N", "H", "H", "H", "H", "H", "H"], "xyz": [[2.0257, -1.8743, -0.5049], [1.3393, -1.0139, -0.0349], [-0.4041, -0.6720, 1.6229], [-0.5822, 0.4026, -0.5310], [0.4494, 0.0252, 0.5212], [-1.1264, -1.1846, 2.3173], [-0.8500, 1.7805, -0.3673], [2.3626, -2.5270, -1.2586], [-0.1546, 0.2608, -1.6152], [-1.4566, -0.2465, -0.3862], [1.0502, 0.7113, 1.0306], [-1.6054, 2.0436, 0.3986], [-1.0479, 2.2941, -1.1924]], "mulliken_charge": [-0.10, -0.71, 0.02, -0.51, 0.48, -0.40, -0.55, 0.38, 0.37, 0.32, 0.27, 0.22, 0.21], "charge": 0, "homo_ev": -9.76, "lumo_ev": 0.8, "smiles": "C#C[C@H](C#N)CN", "homo_lumo_gap_ev": 10.591}

(four)
{"formula": "C5H6N2", "method": "ωB97M-V with the def2-TZVPD basis set", "symbols": ["C", "C", "C", "N", "C", "C", "N", "H", "H", "H", "H", "H", "H"], "xyz": [[-1.3948, -0.5345, 0.0051], [-1.2630, 1.0076, 0.1693], [0.1299, 0.8093, -0.4065], [1.3570, 1.2453, -0.2840], [2.0708, 0.0739, -0.1317], [1.2573, -1.0363, -0.1127], [0.0131, -0.5434, -0.4153], [-2.0704, -0.8535, -0.7917], [-1.5566, -1.1284, 0.9044], [-2.0160, 1.6673, -0.2614], [-1.1230, 1.2589, 1.2224], [3.1463, 0.1041, -0.0200], [1.4496, -2.0702, 0.1221]], "mulliken_charge": [-0.39, -0.57, 0.32, -0.66, -0.24, -0.37, 0.10, 0.24, 0.28, 0.31, 0.20, 0.40, 0.38], "charge": 0, "homo_ev": -8.54, "lumo_ev": 0.9, "smiles": "c1cn2c(n1)CC2", "homo_lumo_gap_ev": 9.492}

Energies relative to the minimum, eV: (one) 3.961; (two) 3.718; (three) 1.727; (four) 0.000